1.
85
Properties=species:S:1:pos:R:3 method="wB97M-V/def2-TZVPD" orbital_gap_ev=6.890 total_charge=-1 mol_weight_g_mol=623.31
C -7.808 -1.162 -1.187
C -6.580 -0.573 -1.971
O -5.582 -0.142 -1.036
P -5.399 1.526 -0.988
O -6.445 2.068 -0.017
C -3.714 1.830 -0.211
C -2.657 2.456 -1.195
Ga -0.782 1.855 -0.495
C -0.719 -0.210 -0.274
C 0.538 -0.667 0.519
O 0.247 -1.954 1.136
C 1.807 -0.837 -0.387
N 1.736 -2.088 -1.184
O -5.462 2.242 -2.497
C -6.721 2.858 -2.765
C -7.090 2.669 -4.299
H -7.396 -1.962 -0.532
H -8.511 -1.560 -1.950
H -8.265 -0.360 -0.564
H -6.883 0.192 -2.716
H -6.123 -1.414 -2.550
H -3.814 2.407 0.731
H -3.311 0.832 0.094
H -2.638 3.569 -1.120
H -2.780 2.109 -2.243
H -0.571 2.466 0.994
H 0.411 2.434 -1.399
H -1.600 -0.632 0.259
H -0.745 -0.634 -1.312
H 0.767 0.030 1.357
H 1.073 -2.398 1.354
H 2.691 -0.917 0.303
H 1.961 0.046 -1.039
H 2.252 -1.971 -2.053
H 2.240 -2.825 -0.698
H -6.712 3.949 -2.562
H -7.567 2.419 -2.195
H -8.052 2.102 -4.365
H -7.272 3.632 -4.814
H -6.313 2.037 -4.772
C 8.522 -0.927 3.551
C 7.631 -0.415 2.435
O 6.481 -1.247 2.256
C 5.529 -1.118 3.183
O 5.555 -0.374 4.126
O 4.550 -1.975 2.890
C 3.505 -2.013 3.864
H 8.798 -1.968 3.372
H 9.432 -0.328 3.621
H 8.013 -0.891 4.514
H 8.180 -0.444 1.493
H 7.329 0.620 2.604
H 3.095 -1.020 4.042
H 3.876 -2.447 4.793
H 2.713 -2.649 3.473
C 0.891 8.453 -3.024
C 1.030 8.282 -1.523
O 1.110 6.904 -1.157
C 2.277 6.308 -1.412
O 3.245 6.828 -1.906
O 2.176 5.034 -1.046
C 3.321 4.247 -1.362
H 0.037 7.883 -3.395
H 0.750 9.505 -3.279
H 1.773 8.088 -3.549
H 0.141 8.678 -1.031
H 1.890 8.831 -1.134
H 4.229 4.686 -0.947
H 3.409 4.133 -2.443
H 3.171 3.265 -0.918
C -1.007 -5.548 1.288
C 0.420 -5.327 1.746
O 0.887 -6.414 2.563
C 1.189 -7.537 1.915
O 1.116 -7.718 0.730
O 1.573 -8.445 2.820
C 1.828 -9.733 2.265
H -1.660 -5.722 2.146
H -1.370 -4.678 0.739
H -1.088 -6.421 0.641
H 0.460 -4.433 2.368
H 1.092 -5.168 0.900
H 2.553 -9.677 1.453
H 0.897 -10.181 1.916
H 2.240 -10.355 3.058

***

2.
94
Properties=species:S:1:pos:R:3 method="wB97M-V/def2-TZVPD" smiles="COP(=O)(OC)OC.COP(=O)(OC)OC.CNC(C)=O.ClCCCl.ClCCCl.ClCCCl.ClCCCl.ClCCCl.ClCCCl" orbital_gap_ev=9.033 mol_weight_g_mol=947.01
C -22.330 8.217 10.306
O -23.054 7.780 11.445
P -22.245 6.751 12.458
O -22.033 5.465 11.776
O -20.875 7.553 12.919
C -19.655 6.888 12.903
O -23.121 6.694 13.785
C -24.060 5.707 13.991
H -22.964 8.016 9.443
H -21.339 7.822 10.084
H -22.345 9.301 10.423
H -18.946 7.469 12.314
H -19.643 5.949 12.349
H -19.234 6.678 13.886
H -23.810 5.502 15.032
H -23.828 4.809 13.418
H -25.074 6.047 13.779
C -14.289 6.786 4.043
O -14.778 7.430 5.296
P -15.540 6.588 6.452
O -16.904 6.204 6.121
O -14.583 5.351 6.803
C -15.000 4.435 7.823
O -15.371 7.441 7.810
C -14.056 7.907 8.163
H -14.738 7.227 3.152
H -14.361 5.700 4.090
H -13.201 6.809 3.973
H -14.127 4.079 8.371
H -15.517 3.564 7.420
H -15.636 5.061 8.449
H -13.878 8.968 7.988
H -13.188 7.362 7.793
H -14.037 7.784 9.246
C -24.023 5.213 8.674
N -23.887 4.245 9.779
C -24.884 3.646 10.424
C -24.547 2.774 11.575
O -26.047 3.873 10.092
H -24.846 5.885 8.918
H -24.271 4.608 7.802
H -23.059 5.646 8.407
H -22.952 3.971 10.044
H -25.376 2.608 12.264
H -23.702 3.245 12.076
H -24.311 1.739 11.326
Cl -21.425 2.489 8.636
C -19.982 3.522 8.506
C -19.629 4.222 9.822
Cl -18.460 5.382 9.446
H -20.104 4.237 7.693
H -19.101 2.958 8.200
H -19.271 3.676 10.694
H -20.468 4.842 10.138
Cl -19.570 9.710 2.702
C -20.916 9.167 1.729
C -21.689 10.333 1.031
Cl -20.685 11.041 -0.216
H -21.418 8.416 2.340
H -20.521 8.498 0.965
H -21.903 11.171 1.695
H -22.563 9.927 0.521
Cl -21.940 11.106 12.294
C -20.217 10.993 12.420
C -19.516 10.997 11.151
Cl -17.790 10.736 11.280
H -20.140 10.010 12.884
H -19.862 11.709 13.162
H -19.642 11.915 10.576
H -19.799 10.219 10.443
Cl -21.398 7.069 7.247
C -19.815 7.052 6.459
C -19.310 8.481 6.180
Cl -19.234 9.323 7.757
H -19.698 6.329 5.651
H -19.086 6.649 7.161
H -19.860 9.114 5.484
H -18.352 8.574 5.669
Cl -24.086 10.166 5.817
C -22.538 10.775 6.448
C -21.744 11.488 5.349
Cl -22.681 12.854 4.618
H -22.039 9.875 6.808
H -22.796 11.467 7.250
H -21.444 10.816 4.545
H -20.844 11.852 5.845
Cl -19.222 4.222 3.736
C -18.455 4.926 2.343
C -17.496 5.959 2.666
Cl -16.988 6.730 1.098
H -19.194 5.271 1.620
H -17.924 4.085 1.896
H -16.612 5.475 3.080
H -18.020 6.658 3.319

***

3.
108
Properties=species:S:1:pos:R:3 method="wB97M-V/def2-TZVPD" orbital_gap_ev=8.064 total_charge=+1 mol_weight_g_mol=909.14
C -1.653 6.449 4.392
C -1.469 6.222 2.813
O -2.531 6.775 1.997
C -1.182 4.669 2.427
O -0.431 4.700 1.191
C 0.317 3.465 0.987
C -0.574 2.200 1.512
O -1.718 1.938 1.050
N -0.086 1.324 2.610
C 0.151 -0.055 2.169
O -0.580 -0.749 1.456
F 1.339 -0.680 2.664
N 1.537 3.637 1.838
C 2.610 2.656 1.553
Cl 3.989 2.960 2.750
C 3.103 2.948 0.029
N 2.093 3.762 -0.723
C 0.666 3.230 -0.590
C 0.761 1.682 -1.008
N -0.487 1.075 -1.532
C -0.202 4.125 -1.589
C -1.782 3.944 -1.514
F 0.116 5.541 -1.530
H -1.885 5.444 4.884
H -0.622 6.798 4.795
H -2.409 7.274 4.641
H -0.501 6.779 2.507
H -2.224 7.599 1.549
H -0.634 4.233 3.328
H -2.235 4.207 2.302
H -0.876 1.264 3.290
H 1.322 3.520 2.843
H 2.315 1.559 1.643
H 4.033 3.625 0.151
H 3.466 2.017 -0.513
H 2.346 3.738 -1.742
H 2.184 4.741 -0.407
H 1.180 0.994 -0.186
H 1.540 1.628 -1.864
H -0.213 0.494 -2.341
H -0.915 0.420 -0.847
H 0.107 3.801 -2.657
H -2.168 2.967 -1.971
H -2.234 4.026 -0.473
H -2.251 4.787 -2.145
C -2.897 -2.208 -0.146
N -3.402 -3.195 -1.135
O -3.384 -4.375 -0.810
O -3.799 -2.749 -2.205
H -2.580 -2.738 0.749
H -2.058 -1.686 -0.603
H -3.714 -1.523 0.080
C -2.486 -5.167 -3.454
N -2.490 -6.358 -4.342
O -2.257 -6.177 -5.526
O -2.728 -7.435 -3.820
H -2.260 -4.286 -4.053
H -3.473 -5.085 -3.006
H -1.719 -5.325 -2.697
C 3.107 6.697 5.728
N 1.663 6.391 5.549
O 1.163 6.646 4.460
O 1.081 5.908 6.503
H 3.493 7.121 4.803
H 3.193 7.412 6.546
H 3.614 5.762 5.966
C -1.306 -6.061 -8.328
N -0.596 -5.373 -9.438
O -1.252 -4.629 -10.148
O 0.596 -5.604 -9.557
H -2.353 -5.763 -8.343
H -1.208 -7.133 -8.490
H -0.832 -5.757 -7.397
C 5.342 0.720 5.658
N 5.875 1.607 6.724
O 5.596 2.793 6.659
O 6.554 1.081 7.589
H 4.759 1.321 4.961
H 6.193 0.262 5.155
H 4.715 -0.031 6.137
C -5.805 -7.862 -4.035
N -6.590 -6.995 -4.953
O -5.965 -6.285 -5.725
O -7.804 -7.058 -4.866
H -4.744 -7.702 -4.223
H -6.062 -7.579 -3.015
H -6.081 -8.894 -4.240
C -6.565 -12.321 -5.933
N -6.499 -11.617 -4.626
O -5.414 -11.175 -4.279
O -7.537 -11.532 -3.993
H -5.574 -12.320 -6.382
H -6.901 -13.339 -5.741
H -7.274 -11.782 -6.561
C 3.736 5.430 -5.109
N 3.703 4.262 -4.190
O 4.022 3.184 -4.644
O 3.352 4.475 -3.032
H 4.061 5.094 -6.091
H 2.727 5.840 -5.155
H 4.438 6.153 -4.695
C 6.935 -0.343 10.133
N 7.183 -1.769 10.472
O 6.383 -2.592 10.054
O 8.170 -2.012 11.144
H 6.029 -0.277 9.536
H 6.820 0.202 11.070
H 7.795 0.015 9.570

***

4.
89
Properties=species:S:1:pos:R:3 method="wB97M-V/def2-TZVPD" orbital_gap_ev=9.352 total_charge=-1 e_above_lowest_kcal_mol=19.5 mol_weight_g_mol=611.11
Cl 0.444 0.490 0.107
O 1.881 0.524 -0.272
O -0.322 0.986 -1.050
O 0.076 -0.860 0.440
O 0.271 1.336 1.256
C 3.597 4.805 -5.134
C 3.425 4.213 -3.765
O 4.190 4.429 -2.814
N 2.377 3.369 -3.629
C 2.045 2.830 -2.337
H 2.860 4.410 -5.836
H 4.628 4.658 -5.478
H 3.592 5.920 -5.082
H 1.636 3.290 -4.291
H 1.595 1.852 -2.459
H 1.322 3.427 -1.745
H 2.940 2.682 -1.727
C -3.343 0.966 -1.083
C -4.755 1.495 -0.844
O -5.742 0.777 -0.523
N -4.915 2.824 -1.044
C -6.272 3.452 -1.139
H -3.367 0.211 -1.873
H -3.063 0.337 -0.243
H -2.575 1.719 -1.264
H -4.125 3.251 -1.501
H -6.927 2.747 -1.607
H -6.265 4.309 -1.775
H -6.680 3.693 -0.141
C -0.032 -0.496 -5.942
C 0.052 0.423 -4.750
O 0.040 1.633 -4.908
N 0.132 -0.144 -3.553
C 0.110 -1.555 -3.308
H 0.425 -1.470 -5.854
H 0.391 0.016 -6.797
H -1.048 -0.731 -6.164
H 0.017 0.467 -2.746
H 0.142 -1.721 -2.245
H 1.027 -2.001 -3.708
H -0.790 -2.049 -3.737
C -5.469 3.168 2.224
C -4.351 2.585 3.131
O -4.522 2.483 4.342
N -3.187 2.216 2.490
C -2.125 1.508 3.295
H -6.161 3.782 2.848
H -6.051 2.355 1.731
H -5.076 3.758 1.406
H -3.300 2.021 1.513
H -2.177 0.408 3.309
H -2.399 1.844 4.317
H -1.144 1.832 3.014
C 0.808 -3.898 2.529
C 1.744 -5.088 2.627
O 2.953 -4.959 2.872
N 1.215 -6.365 2.433
C -0.159 -6.802 2.589
H 1.284 -3.187 1.802
H 0.654 -3.526 3.536
H -0.185 -4.201 2.143
H 1.820 -7.150 2.388
H -0.322 -7.446 3.487
H -0.483 -7.392 1.719
H -0.801 -5.947 2.734
C 1.193 -0.764 3.958
C 1.317 -0.764 5.449
O 0.724 -1.530 6.217
N 2.239 0.079 5.981
C 2.516 0.086 7.409
H 0.166 -1.139 3.716
H 1.901 -1.514 3.568
H 1.331 0.273 3.555
H 2.781 0.661 5.357
H 1.962 -0.662 7.983
H 2.279 1.083 7.826
H 3.596 -0.119 7.591
C 3.612 -0.598 -3.052
C 3.252 -2.017 -2.540
O 3.259 -3.003 -3.271
N 2.897 -2.073 -1.257
C 2.500 -3.337 -0.630
H 2.621 -0.151 -3.056
H 3.950 -0.698 -4.056
H 4.343 -0.103 -2.426
H 2.729 -1.194 -0.781
H 1.425 -3.549 -0.691
H 2.841 -3.336 0.403
H 3.004 -4.143 -1.167

***

5.
92
Properties=species:S:1:pos:R:3 method="wB97M-V/def2-TZVPD" orbital_gap_ev=8.787 total_charge=-1 mol_weight_g_mol=676.61
P -1.033 2.133 26.057
F -1.655 1.535 24.689
F -1.589 3.589 25.692
F -2.386 1.801 26.850
F -0.328 2.630 27.422
F -0.431 0.637 26.346
F 0.372 2.530 25.271
C -4.825 0.524 25.274
O -5.661 0.086 24.197
H -5.307 0.328 26.237
H -3.888 -0.018 25.254
H -4.626 1.590 25.167
H -6.402 0.692 24.122
C 2.795 4.391 26.551
O 1.731 4.833 25.743
H 3.744 4.747 26.143
H 2.688 4.791 27.568
H 2.814 3.304 26.665
H 1.126 4.104 25.561
C 0.377 -3.268 25.233
C -0.217 -2.240 26.178
C -1.720 -1.973 25.995
O -2.321 -2.496 27.175
C -1.357 -2.785 28.083
O -1.578 -3.061 29.217
O -0.135 -2.748 27.514
H 0.365 -2.930 24.196
H -0.204 -4.194 25.275
H 1.396 -3.492 25.544
H 0.359 -1.318 26.095
H -2.096 -2.467 25.100
H -1.917 -0.903 25.943
C -2.346 6.702 27.379
O -3.154 7.498 26.938
N -1.212 7.047 28.027
C -0.226 6.057 28.400
C -0.909 8.444 28.239
H -2.496 5.615 27.310
H -0.695 5.119 28.704
H 0.398 6.377 29.234
H 0.445 5.824 27.566
H -0.233 8.816 27.462
H -1.826 9.024 28.218
H -0.423 8.554 29.209
C 2.662 0.564 27.426
O 2.480 0.137 28.552
N 3.839 0.556 26.753
C 3.881 0.916 25.356
C 5.085 0.167 27.365
H 1.836 1.005 26.851
H 2.892 1.209 25.005
H 4.177 0.043 24.760
H 4.594 1.724 25.182
H 4.902 -0.244 28.355
H 5.550 -0.635 26.781
H 5.774 1.012 27.429
C 0.044 -2.067 21.638
O 0.386 -2.778 20.713
N 0.812 -1.130 22.227
C 0.309 -0.207 23.228
C 2.134 -0.849 21.737
H -0.957 -2.146 22.094
H -0.772 -0.228 23.323
H 0.597 0.810 22.958
H 0.786 -0.405 24.193
H 2.173 0.126 21.240
H 2.848 -0.836 22.567
H 2.440 -1.614 21.030
C 1.616 4.691 20.396
O 1.120 4.869 19.303
N 1.177 3.806 21.319
C 1.833 3.670 22.603
C 0.021 2.987 21.083
H 2.500 5.229 20.779
H 2.704 4.316 22.687
H 2.121 2.629 22.787
H 1.161 3.943 23.415
H 0.299 1.946 20.883
H -0.656 3.027 21.936
H -0.457 3.360 20.177
C -1.964 2.582 30.099
O -2.342 3.608 30.640
N -1.244 1.598 30.678
C -0.824 0.444 29.900
C -0.805 1.664 32.049
H -2.173 2.316 29.057
H 0.271 0.401 29.944
H -1.061 0.564 28.846
H -1.208 -0.487 30.320
H -1.073 0.736 32.555
H 0.271 1.845 32.084
H -1.329 2.491 32.524